Entry 1:
97
Properties=species:S:1:pos:R:3 method="wB97M-V/def2-TZVPD" homo_ev=-1.650 total_charge=-2 spin_multiplicity=1 relative_energy_kcal_mol=0.0 homo_lumo_gap_ev=4.99
Na 1.059 1.917 -1.538
C -1.627 -4.559 -0.742
As -1.029 -2.689 -1.036
C 0.394 -2.817 0.286
C -2.327 -1.780 0.178
C -3.567 -1.099 -0.428
C -3.998 -1.858 -1.688
C -3.362 0.408 -0.790
As -1.698 1.454 -1.180
C -2.667 3.007 -1.898
C -1.296 0.756 -2.993
C -4.705 -1.073 0.611
As -5.659 -2.602 1.437
C -4.512 -4.194 1.280
C -6.873 -3.056 -0.058
H -1.900 -4.728 0.301
H -0.778 -5.202 -0.979
H -2.461 -4.855 -1.380
H 0.055 -3.341 1.182
H 0.727 -1.820 0.554
H 1.245 -3.350 -0.139
H -1.756 -1.034 0.726
H -2.647 -2.521 0.915
H -3.228 -1.767 -2.457
H -4.938 -1.463 -2.083
H -4.122 -2.920 -1.467
H -3.753 1.026 0.025
H -3.984 0.616 -1.667
H -3.500 2.745 -2.555
H -1.954 3.625 -2.445
H -3.031 3.590 -1.053
H -2.249 0.661 -3.514
H -0.791 -0.203 -2.959
H -0.662 1.469 -3.528
H -5.530 -0.473 0.204
H -4.327 -0.518 1.467
H -3.733 -4.161 2.040
H -4.056 -4.294 0.296
H -5.134 -5.071 1.465
H -7.510 -2.200 -0.282
H -7.515 -3.889 0.232
H -6.328 -3.335 -0.960
F 3.336 1.879 -3.478
C 4.435 1.265 -4.002
C 5.215 2.030 -4.843
F 4.799 3.292 -5.067
C 6.397 1.566 -5.436
C 6.699 0.245 -5.064
C 5.909 -0.517 -4.230
F 6.303 -1.782 -3.989
C 4.724 -0.055 -3.654
C 3.873 -0.858 -2.779
C 2.584 -0.476 -2.462
N 1.496 -0.178 -2.165
C 4.289 -2.033 -2.124
N 4.562 -2.991 -1.533
F 7.806 -0.338 -5.558
C 7.207 2.356 -6.329
C 8.461 1.945 -6.819
N 9.504 1.693 -7.258
C 6.807 3.608 -6.831
N 6.543 4.630 -7.313
C -0.702 2.413 0.071
Ge -0.102 1.607 1.721
C -1.339 0.421 2.784
C -2.635 0.880 3.013
C -3.530 0.167 3.800
C -3.149 -1.045 4.358
C -1.875 -1.537 4.106
C -0.979 -0.805 3.339
C 0.135 3.032 3.125
C 1.238 3.879 2.999
C 1.635 4.722 4.025
C 0.926 4.739 5.219
C -0.187 3.926 5.361
C -0.575 3.087 4.323
C 1.740 0.846 2.103
C 2.030 0.423 3.399
C 3.269 -0.112 3.719
C 4.265 -0.190 2.756
C 4.015 0.273 1.473
C 2.760 0.776 1.162
H -2.943 1.810 2.541
H -4.527 0.555 3.975
H -3.836 -1.607 4.979
H -1.575 -2.494 4.520
H 0.008 -1.207 3.144
H 1.812 3.853 2.079
H 2.507 5.355 3.910
H 1.245 5.379 6.033
H -0.744 3.935 6.292
H -1.438 2.450 4.465
H 1.271 0.519 4.168
H 3.460 -0.470 4.724
H 5.233 -0.611 2.998
H 4.790 0.230 0.717
H 2.577 1.115 0.152

Entry 2:
92
Properties=species:S:1:pos:R:3 method="wB97M-V/def2-TZVPD" homo_ev="-15.531 / -15.530" total_charge=+3 spin_multiplicity=4 homo_lumo_gap_ev="6.78 / 6.80"
Mn 0.877 0.556 -0.132
C -2.764 1.048 1.819
N -3.008 1.328 0.605
C -2.324 2.473 -0.075
P -0.666 2.061 -0.852
C 0.486 3.191 -0.033
C 1.099 4.278 -0.656
C 2.004 5.050 0.058
C 2.322 4.733 1.379
C 1.721 3.651 2.005
C 0.798 2.887 1.303
C -0.789 2.531 -2.591
C -1.929 3.051 -3.197
C -1.903 3.412 -4.541
C -0.744 3.261 -5.284
C 0.404 2.748 -4.688
C 0.380 2.380 -3.351
C -3.992 0.543 -0.163
C -3.682 0.084 -1.435
C -4.639 -0.649 -2.122
C -5.881 -0.899 -1.542
C -6.169 -0.422 -0.271
C -5.220 0.309 0.428
P 0.166 -1.116 1.393
C -0.359 -0.811 3.078
C 0.322 0.167 3.820
C -0.027 0.401 5.142
C -1.065 -0.326 5.722
C -1.747 -1.286 4.989
C -1.393 -1.539 3.667
C -0.671 -2.587 0.847
C -0.207 -3.859 1.184
C -0.928 -4.972 0.776
C -2.100 -4.821 0.040
C -2.561 -3.554 -0.298
C -1.842 -2.434 0.100
H -3.243 0.184 2.273
H -2.097 1.682 2.398
H -2.119 3.248 0.650
H -3.007 2.854 -0.815
H 0.871 4.524 -1.686
H 2.469 5.908 -0.418
H 3.031 5.346 1.925
H 1.955 3.421 3.039
H 0.270 2.097 1.821
H -2.860 3.181 -2.658
H -2.796 3.818 -5.002
H -0.731 3.550 -6.330
H 1.317 2.642 -5.264
H 1.288 2.015 -2.891
H -2.718 0.267 -1.888
H -4.416 -1.022 -3.116
H -6.632 -1.458 -2.091
H -7.142 -0.595 0.172
H -5.450 0.718 1.410
H 1.146 0.721 3.382
H 0.509 1.140 5.726
H -1.333 -0.149 6.760
H -2.544 -1.855 5.452
H -1.913 -2.310 3.104
H 0.702 -3.986 1.760
H -0.578 -5.963 1.039
H -2.653 -5.700 -0.277
H -3.472 -3.439 -0.876
H -2.191 -1.441 -0.184
C 1.906 -2.861 -2.032
Sb 1.331 -0.851 -2.363
C 3.026 -0.119 -3.415
C -0.062 -1.118 -3.933
H 2.216 -3.252 -3.001
H 1.060 -3.433 -1.653
H 2.739 -2.924 -1.333
H 2.690 0.317 -4.357
H 3.688 -0.960 -3.624
H 3.559 0.627 -2.832
H 0.438 -1.709 -4.705
H -0.360 -0.151 -4.344
H -0.935 -1.659 -3.568
Br 7.931 -0.124 0.894
C 6.455 -1.048 1.568
C 6.639 -2.090 2.470
C 5.546 -2.788 2.978
C 4.267 -2.453 2.586
C 4.097 -1.404 1.678
C 5.191 -0.694 1.166
C 2.790 -1.014 1.250
O 1.766 -1.724 1.654
O 2.585 -0.013 0.474
H 7.644 -2.356 2.776
H 5.704 -3.595 3.683
H 3.411 -2.989 2.978
H 5.048 0.119 0.465

Entry 3:
90
Properties=species:S:1:pos:R:3 method="wB97M-V/def2-TZVPD" homo_ev="-7.840 / -7.840" spin_multiplicity=5 homo_lumo_gap_ev="7.79 / 6.73"
Cr 4.594 -1.214 -0.258
C 5.709 0.390 -1.305
C 4.431 0.819 -0.879
C 3.322 1.033 -1.883
C 2.344 -0.156 -1.973
C 3.002 -1.475 -1.661
C 4.230 -1.903 -2.242
C 5.021 -1.135 -3.277
C 5.995 -0.061 -2.709
C 3.636 -2.260 1.220
H 6.587 0.769 -0.762
H 4.345 1.399 0.054
H 3.715 1.246 -2.890
H 2.763 1.927 -1.574
H 1.527 0.008 -1.254
H 1.867 -0.165 -2.966
H 2.308 -2.238 -1.279
H 4.389 -2.991 -2.335
H 4.375 -0.696 -4.057
H 5.646 -1.874 -3.810
H 7.011 -0.493 -2.739
H 6.027 0.789 -3.414
H 4.287 -2.363 2.103
H 3.420 -3.266 0.818
H 2.695 -1.749 1.497
P -4.378 2.428 1.823
P -5.328 -0.622 0.995
C -5.141 2.053 0.224
C -5.471 0.784 -0.136
C -5.146 4.048 2.209
C -5.657 4.917 1.235
C -6.185 6.154 1.604
C -6.205 6.546 2.949
C -5.704 5.673 3.927
C -5.195 4.424 3.568
C -2.655 2.897 1.338
C -1.801 1.864 0.901
C -0.522 2.171 0.432
C -0.096 3.507 0.371
C -0.930 4.524 0.843
C -2.187 4.219 1.371
C -7.056 -1.284 0.843
C -8.082 -0.527 1.442
C -9.420 -0.876 1.249
C -9.753 -1.983 0.454
C -8.734 -2.759 -0.108
C -7.390 -2.438 0.119
C -4.385 -1.792 -0.050
C -3.769 -2.878 0.603
C -3.120 -3.859 -0.147
C -3.068 -3.760 -1.547
C -3.659 -2.666 -2.185
C -4.286 -1.665 -1.442
H -5.324 2.885 -0.466
H -5.937 0.577 -1.111
H -5.636 4.646 0.182
H -6.577 6.816 0.832
H -6.605 7.521 3.232
H -5.710 5.971 4.978
H -4.820 3.736 4.330
H -2.149 0.827 0.918
H 0.145 1.371 0.106
H 0.885 3.747 -0.047
H -0.606 5.565 0.797
H -2.812 5.012 1.784
H -7.829 0.355 2.035
H -10.209 -0.277 1.706
H -10.803 -2.233 0.273
H -8.985 -3.614 -0.741
H -6.607 -3.071 -0.300
H -3.817 -2.950 1.693
H -2.659 -4.708 0.359
H -2.569 -4.534 -2.133
H -3.640 -2.582 -3.274
H -4.706 -0.801 -1.952
O 8.031 -3.586 -1.583
C 8.948 -3.127 -0.710
C 10.293 -3.520 -0.859
C 11.264 -3.016 0.000
C 10.922 -2.107 1.018
C 9.588 -1.733 1.182
C 8.591 -2.259 0.362
C 7.203 -1.733 0.485
O 6.970 -0.714 1.171
O 6.278 -2.359 -0.217
H 7.143 -3.288 -1.208
H 10.540 -4.224 -1.652
H 12.302 -3.328 -0.125
H 11.684 -1.692 1.682
H 9.291 -1.018 1.947

Entry 4:
90
Properties=species:S:1:pos:R:3 method="wB97M-V/def2-TZVPD" homo_ev=-13.302 total_charge=+2 spin_multiplicity=1 relative_energy_kcal_mol=10.3 homo_lumo_gap_ev=6.44
Hf -0.318 -0.212 -0.450
C -2.286 3.354 -4.682
C -1.247 4.118 -4.324
C -1.366 5.553 -3.887
C -2.654 5.990 -3.141
C -3.402 5.012 -2.281
C -4.357 4.174 -2.710
C -4.740 3.931 -4.129
C -3.582 3.941 -5.149
C -0.689 -0.485 1.728
H -2.198 2.269 -4.763
H -0.217 3.755 -4.439
H -1.268 6.200 -4.781
H -0.501 5.811 -3.252
H -2.352 6.810 -2.469
H -3.335 6.446 -3.872
H -3.284 5.185 -1.201
H -5.093 3.763 -2.018
H -5.466 4.707 -4.442
H -5.283 2.974 -4.208
H -3.915 3.387 -6.039
H -3.414 4.981 -5.452
H -1.314 -1.388 1.893
H -1.141 0.288 2.363
H 0.279 -0.700 2.200
P 0.519 1.579 -2.046
P -1.938 1.581 0.366
C -0.553 2.951 -1.651
C -1.565 2.909 -0.749
C 2.181 2.288 -2.229
C 2.418 3.613 -2.638
C 3.733 4.059 -2.832
C 4.818 3.237 -2.501
C 4.578 1.966 -1.958
C 3.273 1.490 -1.845
C 0.047 0.836 -3.680
C -1.197 0.178 -3.795
C -1.463 -0.632 -4.905
C -0.523 -0.752 -5.931
C 0.700 -0.065 -5.838
C 0.989 0.715 -4.716
C -2.037 2.497 1.944
C -0.856 3.061 2.461
C -0.833 3.537 3.773
C -2.007 3.512 4.540
C -3.205 3.044 3.989
C -3.229 2.543 2.685
C -3.624 0.951 0.051
C -3.980 -0.379 0.326
C -5.246 -0.832 -0.054
C -6.139 0.025 -0.703
C -5.790 1.365 -0.941
C -4.534 1.823 -0.538
H -0.316 3.891 -2.167
H -2.162 3.790 -0.529
H 1.590 4.300 -2.803
H 3.911 5.055 -3.244
H 5.845 3.583 -2.656
H 5.410 1.341 -1.635
H 3.080 0.495 -1.442
H -1.968 0.310 -3.014
H -2.414 -1.172 -4.959
H -0.744 -1.379 -6.801
H 1.426 -0.154 -6.649
H 1.950 1.230 -4.626
H 0.032 3.110 1.828
H 0.094 3.935 4.184
H -1.979 3.872 5.569
H -4.129 3.075 4.571
H -4.162 2.191 2.243
H -3.264 -1.032 0.828
H -5.526 -1.863 0.172
H -7.117 -0.348 -1.019
H -6.498 2.040 -1.425
H -4.220 2.853 -0.695
O 1.360 -4.714 -0.721
C 2.299 -4.286 0.154
C 3.096 -5.266 0.760
C 4.076 -4.883 1.669
C 4.260 -3.539 2.027
C 3.457 -2.550 1.466
C 2.493 -2.910 0.509
C 1.602 -1.928 0.007
O 1.761 -0.644 0.162
O 0.455 -2.250 -0.573
H 0.773 -3.949 -0.919
H 2.919 -6.321 0.518
H 4.692 -5.676 2.097
H 5.028 -3.273 2.761
H 3.556 -1.509 1.761

Entry 5:
89
Properties=species:S:1:pos:R:3 method="wB97M-V/def2-TZVPD" homo_ev=-6.680 spin_multiplicity=1 relative_energy_kcal_mol=0.0 homo_lumo_gap_ev=6.74
Mg -1.247 0.768 -1.653
C 1.457 2.803 4.595
C 2.336 1.925 4.106
C 2.654 0.547 4.594
C 1.582 -0.518 4.260
C 0.308 -0.469 5.051
C -0.031 0.367 6.036
C 0.763 1.455 6.695
C 0.790 2.800 5.928
C -3.332 0.568 -0.870
H 1.217 3.684 3.990
H 2.979 2.238 3.269
H 2.899 0.508 5.659
H 3.568 0.237 4.047
H 1.335 -0.454 3.186
H 2.054 -1.509 4.386
H -0.398 -1.266 4.768
H -1.038 0.260 6.477
H 1.784 1.147 6.967
H 0.227 1.660 7.639
H -0.239 3.150 5.828
H 1.301 3.518 6.585
H -3.540 1.644 -0.928
H -3.084 0.270 0.161
H -4.253 0.069 -1.168
P 0.981 0.210 -2.695
P -1.681 -1.735 -2.352
C 1.011 -1.380 -1.824
C 0.016 -2.274 -1.999
C 1.970 -0.351 -4.156
C 2.891 -1.399 -4.000
C 3.547 -1.949 -5.103
C 3.332 -1.427 -6.379
C 2.446 -0.353 -6.537
C 1.757 0.184 -5.441
C 2.320 0.919 -1.654
C 2.055 0.944 -0.282
C 2.794 1.765 0.557
C 3.983 2.333 0.083
C 4.362 2.147 -1.255
C 3.500 1.497 -2.144
C -1.965 -3.165 -3.526
C -1.037 -3.429 -4.560
C -1.115 -4.619 -5.292
C -2.128 -5.554 -5.036
C -3.062 -5.281 -4.035
C -2.992 -4.095 -3.296
C -2.438 -2.488 -0.843
C -3.802 -2.251 -0.615
C -4.410 -2.672 0.560
C -3.690 -3.453 1.470
C -2.354 -3.767 1.207
C -1.720 -3.276 0.067
H 1.933 -1.659 -1.298
H 0.184 -3.360 -1.935
H 3.080 -1.826 -3.015
H 4.227 -2.790 -4.951
H 3.852 -1.856 -7.236
H 2.290 0.062 -7.533
H 1.059 1.012 -5.578
H 1.228 0.367 0.130
H 2.415 1.955 1.558
H 4.602 2.925 0.762
H 5.320 2.533 -1.606
H 3.743 1.415 -3.205
H -0.228 -2.725 -4.762
H -0.379 -4.827 -6.070
H -2.185 -6.482 -5.611
H -3.854 -6.001 -3.819
H -3.716 -3.922 -2.504
H -4.380 -1.681 -1.342
H -5.445 -2.389 0.759
H -4.170 -3.818 2.375
H -1.783 -4.394 1.891
H -0.673 -3.516 -0.111
O -1.363 2.864 -1.243
C -1.112 2.650 0.005
O -0.736 1.487 0.398
C -1.353 3.738 1.015
C -1.133 3.480 2.381
C -1.422 4.451 3.341
C -1.929 5.691 2.936
C -2.189 5.938 1.571
C -1.861 4.971 0.623
H -0.749 2.497 2.664
H -1.230 4.238 4.391
H -2.082 6.469 3.686
H -2.631 6.885 1.265
H -1.994 5.134 -0.457

Calculated M (u), listed in the same order as above: 999.2, 911.4, 708.7, 835.2, 665.0